No. 1
A cluster of 10 separate species, C36H63N3O21 in total in a non-equilibrium geometry. Source: the Open Molecules 2025 dataset; level of theory: the ωB97M-V functional and the def2-TZVPD basis.

Geometry as XYZ:
```
123
Properties=species:S:1:pos:R:3:mulliken_charge:R:1
C 5.287 3.181 16.385 -1.837
C 6.332 4.157 16.062 1.257
C 5.816 5.581 16.120 -0.312
O 6.760 6.110 16.992 -0.308
C 7.566 5.327 17.502 0.415
O 8.373 5.717 18.368 -0.634
O 7.422 4.071 17.008 0.248
H 5.798 2.167 16.280 0.228
H 4.539 3.160 15.601 0.442
H 4.911 3.357 17.356 0.500
H 6.759 3.951 15.081 -0.408
H 4.800 5.578 16.549 0.294
H 6.070 6.152 15.198 0.205
C 8.672 7.124 13.985 -1.504
C 9.121 5.943 13.215 1.887
C 9.082 6.241 11.663 -0.373
O 10.412 6.490 11.365 -0.422
C 11.202 5.985 12.362 -0.122
O 12.401 5.959 12.288 -0.469
O 10.487 5.625 13.401 0.562
H 8.821 7.063 15.103 -0.133
H 7.629 7.359 13.805 0.409
H 9.170 8.004 13.575 0.545
H 8.495 5.149 13.623 -1.000
H 8.416 7.060 11.365 0.431
H 8.848 5.270 11.287 0.062
C 9.186 9.102 17.474 -0.483
C 8.015 10.093 17.208 0.267
C 8.533 11.519 17.199 -0.434
O 8.469 11.780 15.840 -0.345
C 7.753 10.950 15.181 0.722
O 7.456 11.008 13.997 -0.636
O 7.442 9.932 15.928 -0.344
H 8.940 8.085 17.247 -0.358
H 9.578 9.013 18.474 0.479
H 10.076 9.321 16.807 0.166
H 7.278 9.859 17.928 0.412
H 9.581 11.647 17.369 0.315
H 7.940 12.152 17.863 0.270
C 8.082 -1.274 19.363 -0.463
O 8.548 -0.109 20.061 -0.358
C 8.595 1.070 19.448 0.738
O 8.091 1.226 18.121 -0.418
O 9.191 1.979 20.181 -0.400
C 9.593 3.271 19.664 -0.353
H 8.149 -2.163 19.980 0.228
H 8.584 -1.475 18.404 0.129
H 7.067 -0.927 19.010 0.276
H 10.228 3.917 20.258 0.415
H 8.581 3.676 19.765 0.297
H 9.856 3.282 18.603 -0.058
C 8.953 2.561 10.657 -0.706
O 8.709 2.931 12.054 -0.291
C 9.192 2.146 13.096 0.521
O 9.875 1.000 12.771 -0.636
O 8.942 2.621 14.328 -0.079
C 9.631 2.027 15.357 -1.745
H 10.065 2.846 10.383 0.187
H 8.282 3.090 9.958 0.303
H 8.785 1.496 10.454 0.368
H 9.635 2.787 16.174 0.153
H 10.633 1.638 15.048 0.251
H 9.151 1.235 15.660 1.550
C 10.766 -4.334 15.414 -0.677
O 10.824 -3.721 16.650 -0.316
C 11.223 -2.538 16.602 0.735
O 11.333 -1.933 15.306 -0.567
O 11.220 -1.822 17.701 -0.339
C 11.417 -0.459 17.510 0.322
H 11.761 -4.294 14.991 0.322
H 10.067 -3.938 14.650 0.269
H 10.421 -5.313 15.493 0.290
H 11.558 0.079 18.473 0.307
H 10.651 0.100 17.020 -0.120
H 12.329 -0.215 17.029 -0.129
C 14.806 0.652 15.529 -0.638
O 14.281 1.753 14.675 -0.144
C 13.667 1.422 13.602 0.312
O 13.543 0.048 13.073 -0.663
O 13.249 2.508 12.954 0.525
C 12.734 2.384 11.680 -1.365
H 15.633 0.106 15.114 0.380
H 13.980 -0.024 15.811 -0.098
H 15.192 1.029 16.452 0.370
H 12.147 1.497 11.461 0.391
H 13.548 2.349 10.971 0.498
H 12.302 3.231 11.326 0.359
C 17.787 6.402 10.691 -1.191
C 17.193 5.059 11.104 -0.581
C 15.919 5.153 11.933 0.607
C 16.011 5.373 13.404 0.095
N 16.103 5.537 14.514 -0.554
H 18.222 6.948 11.446 0.352
H 16.923 7.021 10.260 0.235
H 18.512 6.209 9.878 0.391
H 17.883 4.468 11.716 0.337
H 16.883 4.597 10.197 0.370
H 15.377 4.200 11.970 -0.215
H 15.284 5.867 11.460 0.182
C 11.717 5.866 17.307 -0.857
C 12.658 5.573 16.182 -0.333
C 12.647 4.125 15.597 1.979
C 12.666 3.117 16.684 -0.315
N 12.729 2.354 17.598 -0.688
H 11.832 6.718 17.926 0.671
H 11.457 4.983 17.964 -0.039
H 10.682 6.076 16.816 -0.066
H 13.619 5.883 16.578 0.407
H 12.445 6.195 15.319 -0.106
H 13.605 4.114 15.124 0.010
H 11.736 3.955 14.961 -0.543
C 15.454 8.543 12.459 -2.276
C 14.364 8.521 13.419 1.337
C 14.435 9.699 14.312 -0.810
C 13.337 9.654 15.326 0.241
N 12.439 9.645 16.058 -0.494
H 16.237 7.930 12.640 0.685
H 15.779 9.461 12.028 0.415
H 14.971 8.022 11.758 0.481
H 14.326 7.637 14.086 -0.476
H 13.405 8.519 12.854 0.123
H 14.484 10.800 13.929 0.328
H 15.318 9.630 14.859 0.377
```

For the energy above the lowest of the compared OMol25 structures with the same formula, charge and spin, the calculation gives 3.375 eV. For the LUMO energy, the calculation gives 0.3 eV. The SMILES is C[C@H]1COC(=O)O1.C[C@H]1COC(=O)O1.C[C@H]1COC(=O)O1.COC(=O)OC.COC(=O)OC.COC(=O)OC.COC(=O)OC.CCCC#N.CCCC#N.CCCC#N. As for the total energy: -85810.828 eV. Its net charge is 0. The multiplicity is 1. The HOMO energy is -0.34215 Ha.

No. 2
A cluster of 5 separate species, C36H63NO2 in total. Source: the Open Molecules 2025 dataset; level of theory: the ωB97M-V functional and the def2-TZVPD basis.

Geometry as XYZ:
```
102
Properties=species:S:1:pos:R:3:mulliken_charge:R:1
C 4.840 6.233 1.714 0.025
C 4.800 5.606 0.691 -1.405
C 4.978 4.784 -0.463 0.764
C 5.338 5.292 -1.650 -0.672
C 5.606 4.399 -2.813 0.039
O 5.412 4.752 -3.952 -0.602
C 6.153 3.056 -2.451 0.950
C 7.019 2.377 -3.298 -0.479
C 7.539 1.167 -2.884 0.146
N 8.468 0.471 -3.736 -0.631
C 7.164 0.637 -1.646 -0.548
C 6.262 1.286 -0.823 -0.999
C 5.764 2.517 -1.237 0.810
C 4.813 3.278 -0.376 0.337
O 3.967 2.734 0.286 -0.635
H 4.797 6.793 2.618 0.484
H 5.470 6.354 -1.809 0.513
H 7.288 2.792 -4.260 0.462
H 8.227 -0.510 -3.801 0.289
H 9.403 0.545 -3.353 0.284
H 7.598 -0.309 -1.342 0.415
H 5.962 0.869 0.129 0.469
C 2.455 0.472 -1.897 -1.104
C 3.557 -0.001 -2.838 0.085
C 3.637 0.796 -4.142 -0.076
C 2.389 0.721 -5.022 -0.966
C 1.976 -0.692 -5.431 -0.442
C 3.032 -1.419 -6.258 -1.191
H 1.465 0.361 -2.345 0.441
H 2.461 -0.104 -0.970 0.423
H 2.592 1.522 -1.632 -0.119
H 3.420 -1.065 -3.055 0.498
H 4.517 0.093 -2.330 -0.234
H 4.507 0.455 -4.711 0.391
H 3.830 1.848 -3.906 -0.094
H 2.567 1.314 -5.926 0.438
H 1.550 1.201 -4.510 0.300
H 1.052 -0.628 -6.012 0.416
H 1.735 -1.284 -4.544 0.221
H 3.266 -0.860 -7.167 0.294
H 2.680 -2.408 -6.555 0.387
H 3.959 -1.555 -5.699 0.266
C -1.911 5.109 2.472 -1.084
C -1.887 4.730 0.994 -0.543
C -1.031 3.500 0.697 -0.019
C 0.452 3.644 1.041 -0.628
C 1.163 4.803 0.347 0.037
C 1.182 4.694 -1.174 -0.840
H -0.916 5.368 2.838 0.287
H -2.558 5.970 2.643 0.395
H -2.288 4.282 3.078 0.168
H -1.540 5.582 0.404 0.260
H -2.910 4.529 0.664 0.450
H -1.138 3.241 -0.360 0.357
H -1.433 2.648 1.257 -0.285
H 0.963 2.712 0.779 0.249
H 0.570 3.754 2.123 0.395
H 2.196 4.824 0.697 -0.199
H 0.708 5.753 0.643 0.424
H 1.675 3.769 -1.483 -0.192
H 1.733 5.532 -1.606 0.358
H 0.179 4.706 -1.602 0.451
C -2.705 -3.361 2.442 -1.237
C -3.100 -2.419 3.575 -0.378
C -3.551 -1.042 3.093 -0.968
C -2.488 -0.247 2.334 -0.426
C -1.191 -0.004 3.104 -0.330
C -1.386 0.814 4.377 -1.112
H -1.856 -2.979 1.874 0.405
H -2.424 -4.340 2.834 0.398
H -3.538 -3.505 1.751 0.224
H -2.265 -2.318 4.274 0.245
H -3.917 -2.872 4.144 0.370
H -3.898 -0.461 3.952 0.355
H -4.423 -1.163 2.442 0.394
H -2.916 0.721 2.050 0.259
H -2.252 -0.755 1.395 0.371
H -0.494 0.526 2.448 0.199
H -0.712 -0.956 3.349 0.398
H -1.831 1.785 4.149 0.105
H -0.431 0.993 4.873 0.386
H -2.035 0.304 5.091 0.376
C -4.640 -6.788 1.373 -1.344
C -5.549 -5.888 2.204 0.292
C -6.476 -6.657 3.145 -0.853
C -7.465 -7.594 2.450 -0.792
C -8.382 -6.919 1.431 -0.326
C -9.283 -5.848 2.038 -1.188
H -5.212 -7.445 0.716 0.390
H -3.977 -6.193 0.744 0.379
H -4.018 -7.412 2.018 0.298
H -6.135 -5.246 1.540 0.270
H -4.928 -5.218 2.803 -0.135
H -7.024 -5.941 3.764 0.327
H -5.867 -7.247 3.837 0.411
H -8.082 -8.076 3.215 0.387
H -6.919 -8.401 1.954 0.302
H -9.006 -7.686 0.966 0.370
H -7.788 -6.482 0.623 0.235
H -9.910 -6.269 2.827 0.296
H -9.941 -5.419 1.282 0.375
H -8.704 -5.030 2.469 0.279
```

For the LUMO energy, the calculation gives -1.2 eV. The SMILES is C#CC1=CC(=O)c2cc(N)ccc2C1=O.CCCCCC.CCCCCC.CCCCCC.CCCCCC. As for the total energy: -43937.836 eV. Its net charge is 0. The multiplicity is 1. The HOMO energy is -0.35433 Ha.